Here is a structure of composition C30H60BeF2NO14S2 in a non-equilibrium geometry from OMol25. Energies are from ωB97M-V with the def2-TZVPD basis set.

Last column: Löwdin charge in e.
Atoms and positions in Å:
Be 3.033 0.368 -1.869  0.18
N 0.961 0.643 -2.023  -0.26
S -0.456 0.677 -2.736  0.55
O -0.292 1.437 -3.949  -0.22
O -1.423 0.990 -1.736  -0.24
F -0.712 -0.802 -3.148  -0.10
S 1.193 1.304 -0.719  0.63
O 0.615 2.575 -0.367  -0.20
O 2.685 1.174 -0.490  -0.22
F 0.772 0.221 0.402  -0.14
C -2.297 -6.780 0.066  -0.03
C -2.319 -5.852 -1.077  -0.51
O -1.786 -4.747 -1.012  0.03
C -2.887 -6.352 -2.373  -0.04
H -1.648 -7.587 -0.185  0.08
H -3.295 -7.232 0.211  0.10
H -1.996 -6.222 0.958  0.09
H -3.937 -6.323 -2.475  0.03
H -2.610 -7.448 -2.525  0.12
H -2.632 -5.689 -3.257  0.10
C 3.768 3.228 -2.937  0.03
C 4.128 2.015 -3.628  -0.27
O 3.683 0.974 -3.180  0.08
C 5.186 1.846 -4.880  0.08
H 3.884 4.126 -3.436  0.08
H 4.175 3.173 -1.927  0.13
H 2.659 3.281 -2.827  0.11
H 4.503 1.663 -5.703  0.09
H 5.578 0.911 -4.660  0.05
H 5.905 2.616 -5.122  0.09
C -1.271 4.606 -1.743  -0.03
C -0.178 5.205 -2.537  -0.55
O 0.501 4.622 -3.321  0.08
C 0.071 6.652 -2.202  -0.04
H -1.616 3.643 -2.119  0.06
H -2.134 5.375 -1.766  0.12
H -0.938 4.539 -0.684  0.09
H 0.273 6.821 -1.107  0.10
H -0.763 7.326 -2.448  0.08
H 0.935 7.098 -2.772  0.10
C -3.863 0.240 5.607  -0.02
C -2.433 -0.218 5.821  -0.54
O -1.850 -0.950 5.082  0.06
C -1.848 0.103 7.187  -0.02
H -4.086 1.236 5.827  0.05
H -4.510 -0.446 6.143  0.09
H -4.083 0.041 4.517  0.10
H -1.167 0.966 7.095  0.08
H -1.271 -0.800 7.503  0.10
H -2.656 0.356 7.851  0.07
C -5.207 2.309 -2.547  -0.03
C -6.714 2.517 -2.736  -0.50
O -7.421 1.714 -3.294  0.07
C -7.270 3.733 -2.032  -0.04
H -4.745 2.492 -1.584  0.07
H -4.627 2.953 -3.217  0.08
H -4.913 1.267 -2.784  0.08
H -7.494 3.299 -1.028  0.10
H -8.258 4.132 -2.317  0.09
H -6.488 4.531 -1.847  0.09
C 7.132 -0.917 2.761  0.00
C 7.876 -1.107 1.407  -0.49
O 7.309 -1.611 0.477  0.04
C 9.327 -0.724 1.226  -0.03
H 7.702 -1.530 3.439  0.07
H 6.063 -1.159 2.620  0.07
H 7.262 0.127 3.137  0.10
H 9.789 -1.506 0.605  0.09
H 9.919 -0.593 2.152  0.08
H 9.415 0.250 0.655  0.11
C 1.636 -2.534 3.011  -0.02
C 2.423 -1.342 3.481  -0.48
O 3.436 -1.035 2.904  0.03
C 2.083 -0.641 4.779  0.00
H 0.734 -2.313 2.401  0.11
H 1.274 -3.061 3.928  0.10
H 2.294 -3.227 2.465  0.07
H 0.998 -0.499 4.864  0.08
H 2.568 0.311 5.019  0.09
H 2.279 -1.408 5.515  0.09
C -5.340 -4.245 -2.620  -0.02
C -4.923 -4.067 -4.064  -0.53
O -4.406 -4.948 -4.675  0.07
C -5.115 -2.724 -4.666  -0.02
H -4.365 -3.975 -2.131  0.10
H -5.688 -5.252 -2.398  0.08
H -6.154 -3.545 -2.410  0.08
H -4.582 -1.984 -4.063  0.09
H -6.137 -2.366 -4.740  0.09
H -4.603 -2.749 -5.602  0.08
C 5.091 -2.956 -1.174  0.02
C 3.867 -2.042 -0.973  -0.25
O 3.790 -1.028 -1.749  0.06
C 2.969 -2.363 0.151  0.01
H 5.595 -3.226 -0.211  0.11
H 5.773 -2.636 -1.889  0.06
H 4.657 -3.922 -1.567  0.13
H 3.245 -1.812 1.018  0.07
H 3.236 -3.400 0.386  0.11
H 1.969 -2.309 -0.211  0.11
C -1.232 2.454 2.666  -0.02
C -1.681 2.934 4.012  -0.47
O -1.298 2.410 5.050  0.05
C -2.576 4.163 4.035  -0.02
H -0.583 1.599 2.637  0.07
H -0.811 3.303 2.125  0.08
H -2.180 2.216 2.094  0.11
H -3.487 4.033 3.431  0.09
H -2.063 5.045 3.693  0.08
H -2.897 4.358 5.051  0.08

Multiplicity = 1
E_tot = -3297.850513 Eh
Total charge = +1
HOMO-LUMO gap = 7.60 eV
HOMO energy = -10.884 eV